Entry 1:
Below is C41H32N6OPS4ScSe as an isolated structure, with properties calculated with the ωB97M-V functional and the def2-TZVPD basis.

Each line ends with the Löwdin charge.
CARTESIAN COORDINATES (ANGSTROEM)
Sc (-0.4953, 0.4195, -0.0982)  0.402
C (-2.3761, 5.7763, 0.9484)  -0.069
C (-1.6336, 4.8205, 1.6263)  -0.053
C (-1.6450, 3.5022, 1.2004)  -0.035
C (-2.4234, 3.1441, 0.1093)  -0.277
C (-3.1583, 4.0993, -0.5857)  -0.012
C (-3.1318, 5.4147, -0.1611)  -0.067
N (-2.3847, 1.7828, -0.3314)  -0.138
N (-3.3556, 1.4471, -1.0299)  0.114
C (-3.2313, 0.1743, -1.6255)  -0.306
C (-4.3182, -0.3082, -2.3315)  0.018
C (-4.1765, -1.5118, -3.0006)  -0.037
C (-2.9571, -2.1698, -2.9494)  -0.027
C (-1.9301, -1.6216, -2.1980)  -0.118
N (-2.0707, -0.4787, -1.5268)  0.033
H (-2.3571, 6.8082, 1.2755)  0.106
H (-1.0399, 5.0951, 2.4878)  0.100
H (-1.0791, 2.7523, 1.7327)  0.054
H (-3.7192, 3.8035, -1.4605)  0.112
H (-3.6926, 6.1644, -0.7036)  0.107
H (-5.2300, 0.2708, -2.3556)  0.120
H (-5.0007, -1.9226, -3.5683)  0.114
H (-2.7954, -3.0958, -3.4824)  0.114
H (-0.9565, -2.0896, -2.1355)  0.091
S (2.3282, 1.7589, -3.6249)  0.481
C (1.2569, 1.1903, -2.5213)  -1.784
S (1.3438, -0.3721, -1.7498)  0.501
S (-0.1426, 2.0935, -1.9997)  0.524
O (0.9528, 1.2935, 1.1118)  -0.424
P (2.0145, 1.8987, 2.0095)  0.869
C (3.0086, 3.1015, 1.1422)  -0.287
C (2.5442, 3.6378, -0.0535)  -0.051
C (3.3181, 4.5733, -0.7293)  -0.052
C (4.5383, 4.9697, -0.2081)  -0.066
C (5.0043, 4.4310, 0.9884)  -0.073
C (4.2463, 3.4909, 1.6620)  -0.087
C (3.1603, 0.6269, 2.5524)  -0.271
C (3.2475, 0.1852, 3.8678)  -0.046
C (4.1127, -0.8520, 4.1923)  -0.068
C (4.8765, -1.4536, 3.2041)  -0.071
C (4.7924, -1.0144, 1.8866)  -0.065
C (3.9428, 0.0289, 1.5592)  -0.086
C (1.2867, 2.6853, 3.4487)  -0.269
C (0.3882, 1.9496, 4.2234)  -0.088
C (-0.2159, 2.5357, 5.3238)  -0.051
C (0.0847, 3.8486, 5.6632)  -0.069
C (0.9864, 4.5792, 4.9021)  -0.077
C (1.5847, 4.0033, 3.7901)  -0.066
H (1.5923, 3.3213, -0.4644)  0.047
H (2.9660, 4.9658, -1.6739)  0.113
H (5.1433, 5.6926, -0.7409)  0.107
H (5.9639, 4.7349, 1.3858)  0.105
H (4.6157, 3.0516, 2.5823)  0.116
H (2.6440, 0.6452, 4.6397)  0.105
H (4.1906, -1.1965, 5.2146)  0.096
H (5.5382, -2.2708, 3.4632)  0.107
H (5.3903, -1.4811, 1.1143)  0.114
H (3.8714, 0.3690, 0.5305)  0.121
H (0.1645, 0.9213, 3.9731)  0.058
H (-0.9187, 1.9632, 5.9151)  0.114
H (-0.3866, 4.3051, 6.5243)  0.107
H (1.2187, 5.6025, 5.1675)  0.107
H (2.2757, 4.5786, 3.1876)  0.104
Se (-2.2538, 0.0460, 2.0847)  0.676
C (-1.1841, -0.8812, 3.2276)  -0.833
N (-0.5134, -1.4601, 3.9739)  0.082
S (1.1702, -5.5751, 2.7804)  1.025
C (0.7417, -4.0907, 1.9249)  -0.505
C (-0.5378, -3.9435, 1.3999)  -0.062
C (-0.8597, -2.7698, 0.7502)  -0.165
N (0.0079, -1.7695, 0.5652)  -0.065
C (1.2474, -1.9403, 1.0370)  -0.150
C (1.6545, -3.0641, 1.7223)  -0.039
C (2.2506, -4.9206, 4.0315)  -0.532
C (3.5351, -5.4238, 4.1666)  -0.085
C (4.3388, -4.9099, 5.1774)  -0.151
N (3.9485, -3.9571, 6.0185)  0.061
C (2.7048, -3.4948, 5.8748)  -0.152
C (1.8150, -3.9381, 4.9113)  -0.073
H (-1.2899, -4.7075, 1.5407)  0.113
H (-1.8677, -2.6086, 0.3924)  0.098
H (1.9425, -1.1366, 0.8401)  0.051
H (2.6676, -3.1208, 2.0949)  0.108
H (3.9093, -6.1884, 3.4992)  0.103
H (5.3508, -5.2798, 5.3063)  0.106
H (2.3939, -2.7275, 6.5758)  0.111
H (0.8281, -3.4989, 4.8364)  0.085

Results
LUMO energy	-1.44	eV
M	907.91	g/mol
HOMO energy	-6.9	eV

Entry 2:
Below is C41H33AuBrGeN5OS as an isolated structure, with properties calculated with the ωB97M-V functional and the def2-TZVPD basis.

Each line ends with the Löwdin charge.
CARTESIAN COORDINATES (ANGSTROEM)
Au (1.1535, -0.6819, 0.1128)  1.012
Br (-3.4610, -3.4750, 5.2637)  0.726
C (-2.5573, -4.7124, 4.1523)  -0.692
C (-3.2861, -5.6622, 3.4578)  -0.124
C (-2.6139, -6.5634, 2.6482)  -0.042
C (-1.2359, -6.4914, 2.4997)  -0.289
C (-0.5128, -5.5544, 3.2326)  -0.017
C (-1.1733, -4.6641, 4.0602)  -0.109
N (-0.6390, -7.5313, 1.6962)  0.066
N (0.3240, -7.3278, 0.9425)  0.074
C (0.8050, -6.0096, 0.6827)  -0.264
C (2.1715, -5.8452, 0.7304)  -0.025
C (2.7814, -4.5906, 0.6634)  -0.001
C (2.0168, -3.4416, 0.4947)  -0.381
O (2.5096, -2.2495, 0.4845)  -0.235
C (0.6003, -3.6274, 0.2897)  -0.148
N (-0.1151, -2.5039, 0.0233)  -0.009
C (-1.4068, -2.5782, -0.1681)  -0.117
C (-2.0871, -3.8070, -0.1756)  -0.027
C (-1.3891, -4.9527, 0.0743)  0.004
C (-0.0079, -4.8930, 0.3687)  -0.114
H (-4.3616, -5.7061, 3.5564)  0.100
H (-3.1566, -7.3297, 2.1104)  0.116
H (0.5651, -5.5111, 3.1594)  0.124
H (-0.6166, -3.9270, 4.6215)  0.098
H (2.7733, -6.7310, 0.8941)  0.116
H (3.8525, -4.4864, 0.7598)  0.114
H (-1.9325, -1.6499, -0.3481)  0.100
H (-3.1467, -3.8315, -0.3831)  0.109
H (-1.8897, -5.9125, 0.0407)  0.118
N (1.2520, 1.6927, 3.1613)  0.096
C (0.1822, 0.8665, 3.1657)  -0.963
S (0.3331, -0.7863, 3.2428)  0.591
N (-1.0475, 1.4404, 3.0637)  0.045
C (-1.3924, 2.7947, 2.8615)  -0.255
C (-2.3919, 3.0807, 1.9343)  -0.031
C (-2.7974, 4.3881, 1.7282)  -0.080
C (-2.1978, 5.4249, 2.4299)  -0.092
C (-1.2045, 5.1383, 3.3533)  -0.077
C (-0.8071, 3.8292, 3.5846)  -0.038
H (2.1355, 1.2213, 3.0473)  0.095
H (1.1758, 2.6238, 2.7822)  0.086
H (-1.7831, 0.7556, 2.9701)  0.120
H (-2.8486, 2.2715, 1.3783)  0.112
H (-3.5769, 4.5966, 1.0077)  0.107
H (-2.5106, 6.4467, 2.2661)  0.103
H (-0.7450, 5.9370, 3.9198)  0.107
H (-0.0718, 3.6099, 4.3458)  0.115
C (0.8312, 1.1424, -0.1673)  -0.346
Ge (0.9692, 1.9999, -1.9380)  0.907
C (1.5063, 3.8478, -1.6466)  -0.277
C (0.7741, 4.6437, -0.7650)  -0.111
C (1.1344, 5.9623, -0.5340)  -0.088
C (2.2355, 6.5033, -1.1837)  -0.091
C (2.9709, 5.7247, -2.0629)  -0.085
C (2.6087, 4.4032, -2.2916)  -0.103
C (2.2503, 1.0663, -3.0468)  -0.301
C (3.5920, 1.0047, -2.6700)  -0.122
C (4.5067, 0.2883, -3.4255)  -0.082
C (4.0890, -0.3786, -4.5688)  -0.087
C (2.7586, -0.3283, -4.9523)  -0.085
C (1.8433, 0.3893, -4.1934)  -0.102
C (-0.8256, 1.9051, -2.6825)  -0.280
C (-1.1237, 2.5110, -3.9019)  -0.108
C (-2.4050, 2.4522, -4.4300)  -0.084
C (-3.4096, 1.7884, -3.7409)  -0.089
C (-3.1297, 1.1840, -2.5250)  -0.088
C (-1.8451, 1.2420, -2.0019)  -0.115
H (0.4196, 1.7947, 0.6080)  -0.053
H (-0.0907, 4.2366, -0.2519)  0.089
H (0.5563, 6.5680, 0.1517)  0.098
H (2.5188, 7.5322, -1.0042)  0.102
H (3.8277, 6.1457, -2.5732)  0.103
H (3.1896, 3.8036, -2.9818)  0.093
H (3.9300, 1.5092, -1.7717)  0.104
H (5.5438, 0.2426, -3.1192)  0.103
H (4.8010, -0.9438, -5.1557)  0.102
H (2.4297, -0.8542, -5.8396)  0.102
H (0.8033, 0.4108, -4.4959)  0.093
H (-0.3509, 3.0398, -4.4486)  0.107
H (-2.6204, 2.9247, -5.3796)  0.103
H (-4.4093, 1.7428, -4.1525)  0.102
H (-3.9114, 0.6619, -1.9874)  0.100
H (-1.6365, 0.7497, -1.0581)  0.067

Results
LUMO energy (alpha / beta)	-0.96 / -0.96	eV
M	993.30	g/mol
HOMO energy (alpha / beta)	-7.2 / -7.2	eV

How do the records compare in maximum force? In the order shown, they have 0.81; 0.50 eV Å⁻¹.